Computed, not measured: an isolated molecule of C4H5BN2 in a non-equilibrium geometry, with ωB97M-V/def2-TZVPD.

XYZ file:
```
12
Properties=species:S:1:pos:R:3:forces:R:3
B 2.194326 -0.090628 0.002518 -3.6094 0.0681 0.6612
C 0.635200 0.084575 -0.058442 -2.5088 -1.8121 0.0288
C -0.142940 1.256290 -0.017249 -0.7458 -4.7242 0.0443
N -1.475524 1.206799 0.042327 -0.5096 1.4396 -0.4679
C -2.128406 0.083691 -0.039386 0.1952 -0.2245 0.4578
N -1.567252 -1.123007 -0.044792 0.5124 -0.2904 -0.6727
C -0.253599 -1.139793 -0.106295 1.9111 2.0207 1.6613
H 2.771938 -0.500161 0.848468 1.0153 -0.8878 2.2056
H 2.704644 0.086897 -0.916010 2.1902 0.9458 -3.4492
H 0.282690 2.151657 0.126852 1.4463 3.3434 0.2832
H -3.206854 0.085492 0.031306 -0.1294 0.2693 -0.1247
H 0.185773 -2.101817 0.130705 0.2326 -0.1479 -0.6278
```
Positions in Å, forces in eV/Å.

As for the LUMO energy: -0.4 eV. Its HOMO-LUMO gap is 9.19 eV. Its structure (SMILES) is Bc1cncnc1. The energy relative to the best compared isomer or geometry (same formula, charge and spin) comes out at 7.5 kcal per mole. As for the largest force on an atom: 0.09301 Eh/bohr. The value obtained for the total energy is -7883.331 eV.

=====

Computed, not measured: a structure of composition C4H5BaO4 in a non-equilibrium geometry, with ωB97M-V/def2-TZVPD.

XYZ file:
```
14
Properties=species:S:1:pos:R:3:forces:R:3
O 1.088876 -1.697046 -0.185125 0.4808 -2.1101 0.4230
C 2.190824 2.672522 0.268834 0.5118 0.6598 0.2250
O 2.812071 3.574534 0.503113 -0.1965 -0.2708 -0.0480
O -1.332370 0.469975 0.787677 -2.1876 -0.1294 1.2320
C -2.247305 -0.338209 0.874178 0.0703 0.0011 0.3921
C -2.239556 -1.617664 0.096324 0.0679 -0.1118 -0.0986
O -1.119678 -1.675892 -0.742249 -0.8146 -0.2568 -0.1845
C 0.041509 -2.525614 -0.344247 0.1728 -0.4898 0.2161
Ba 0.534008 0.332765 -0.614223 1.6489 2.1752 -2.0965
H -3.091398 -0.155055 1.559229 0.0572 0.0386 -0.1071
H -3.171817 -1.669319 -0.490485 0.1656 -0.0036 0.1032
H -2.279138 -2.454434 0.814734 -0.0295 0.1468 -0.0932
H 0.161674 -3.248902 -1.170073 -0.0465 0.2489 0.2579
H -0.262528 -3.051876 0.580583 0.0993 0.1020 -0.2215
```
Positions in Å, forces in eV/Å.

As for the charge: +1. As for the LUMO energy: -3.8 eV. Its HOMO-LUMO gap is 9.47 eV. The energy relative to the best compared isomer or geometry (same formula, charge and spin) comes out at 1.1 kcal per mole. As for the largest force on an atom: 0.06693 Eh/bohr. The value obtained for the total energy is -13106.462 eV.

=====

Computed, not measured: an isolated molecule of C4H5Br in a non-equilibrium geometry, with ωB97M-V/def2-TZVPD.

XYZ file:
```
10
Properties=species:S:1:pos:R:3:forces:R:3
C 0.186925 1.568876 -0.823217 -1.0201 2.0247 -0.0767
C -0.192332 0.775184 0.150578 2.4388 -2.9727 -2.0690
C 0.253401 -0.659539 0.102978 -0.2868 0.0059 -0.1445
C -0.393839 -1.583484 0.808171 -0.3395 0.8671 0.8926
Br 1.730362 -1.023266 -1.035942 -0.1193 -0.5550 0.0801
H -0.097359 2.613212 -0.855367 -0.1933 0.0678 0.2134
H 0.680752 1.267335 -1.725028 0.4845 -0.4607 0.1309
H -0.782624 0.824654 0.984520 -1.5322 1.5491 1.8445
H -0.264041 -2.654210 0.878020 0.3372 0.1411 -0.2832
H -1.121245 -1.128762 1.515287 0.2306 -0.6672 -0.5881
```
Positions in Å, forces in eV/Å.

As for the LUMO energy: 0.8 eV. Its HOMO-LUMO gap is 9.99 eV. Its structure (SMILES) is C=CC(=C)Br. The energy relative to the best compared isomer or geometry (same formula, charge and spin) comes out at 4.8 kcal per mole. As for the largest force on an atom: 0.08491 Eh/bohr. The value obtained for the total energy is -74269.754 eV.

=====

Computed, not measured: an isolated molecule of C4H5Br2NO in a non-equilibrium geometry, with ωB97M-V/def2-TZVPD.

XYZ file:
```
13
Properties=species:S:1:pos:R:3:forces:R:3
C -2.245395 0.672217 0.392965 -0.9114 0.8838 0.2508
C -1.341976 -0.223273 0.332354 2.9978 -2.0681 0.6337
C -0.416874 -0.555693 -0.799346 0.2961 -0.5522 -0.5918
O -0.831755 -1.143269 -1.764505 -0.3525 0.1256 -0.4894
N 0.981086 -0.317714 -0.777997 -1.0438 0.5480 0.5495
C 1.737347 0.063728 0.302138 3.1479 0.0605 -2.2356
Br 2.536419 1.953215 0.294487 -0.4876 -0.9824 -0.2296
Br 3.347115 -1.237530 0.434261 -1.0807 0.9512 0.0623
H -2.814858 0.856756 1.248477 -0.8569 -0.0604 1.2023
H -2.437808 1.253547 -0.415740 -0.5617 1.9456 -2.2804
H -1.245292 -0.841558 1.197135 0.5184 -0.5648 0.5444
H 1.447728 -0.527030 -1.652690 -0.1452 -0.0470 0.1468
H 1.284264 0.046602 1.208456 -1.5204 -0.2399 2.4371
```
Positions in Å, forces in eV/Å.

As for the LUMO energy: -0.2 eV. Its HOMO-LUMO gap is 10.04 eV. Its structure (SMILES) is C=CC(=O)NC(Br)Br. The energy relative to the best compared isomer or geometry (same formula, charge and spin) comes out at 6.7 kcal per mole. As for the largest force on an atom: 0.07509 Eh/bohr. The value obtained for the total energy is -147850.355 eV.